Record 1
Molecular formula: C35H52P3SSbSc
Method: DFT, wB97M-V/def2-TZVPD

Last column: Löwdin charge in e.
Positions of all 93 atoms, in Å:
1 Sc -0.805 -0.753 -0.936  0.2357
2 P -1.643 -1.815 1.350  0.7095
3 P 1.430 -2.328 -1.170  0.7419
4 P -1.923 -2.444 -2.578  0.7165
5 H -4.805 6.797 -5.286  0.0619
6 C -5.610 6.054 -5.301  -0.0974
7 C -6.502 5.965 -4.305  -0.0822
8 H -6.456 6.628 -3.433  0.0625
9 C -1.598 -0.797 2.872  -0.2757
10 C -0.966 -3.425 1.899  -0.2466
11 C -3.446 -2.163 1.320  -0.2455
12 C 2.420 -1.876 -2.656  -0.2546
13 C 2.826 -2.327 0.022  -0.2696
14 C 1.249 -4.159 -1.300  -0.2492
15 C -3.548 -1.953 -3.260  -0.2452
16 C -2.287 -4.175 -2.103  -0.2352
17 C -0.988 -2.647 -4.141  -0.2434
18 H -5.677 5.418 -6.190  0.0609
19 H -7.337 5.258 -4.344  0.0625
20 H -1.615 0.266 2.590  0.0368
21 H -0.689 -0.984 3.462  0.0222
22 H -2.492 -1.016 3.478  0.0721
23 H 0.131 -3.393 1.920  0.0183
24 H -1.287 -4.217 1.208  0.0514
25 H -1.345 -3.652 2.905  0.0748
26 H -3.994 -1.216 1.248  0.0514
27 H -3.712 -2.665 2.260  0.0725
28 H -3.706 -2.803 0.469  0.0366
29 H 3.331 -2.487 -2.726  0.0708
30 H 2.710 -0.823 -2.554  0.0487
31 H 1.830 -1.985 -3.571  0.0328
32 H 3.507 -3.151 -0.242  0.0722
33 H 2.471 -2.473 1.051  0.0047
34 H 3.377 -1.379 -0.024  0.0283
35 H 2.235 -4.639 -1.224  0.0663
36 H 0.782 -4.463 -2.243  0.0372
37 H 0.632 -4.521 -0.466  0.0321
38 H -3.865 -2.733 -3.967  0.0716
39 H -3.465 -0.991 -3.781  0.0444
40 H -4.284 -1.864 -2.452  0.0547
41 H -2.511 -4.743 -3.016  0.0752
42 H -3.164 -4.196 -1.442  0.0500
43 H -1.435 -4.635 -1.588  0.0230
44 H -1.667 -3.075 -4.891  0.0702
45 H -0.123 -3.309 -4.014  0.0385
46 H -0.638 -1.665 -4.485  0.0486
47 C -2.968 1.870 -2.321  -0.6326
48 C -2.242 1.672 -3.515  -0.1022
49 C -2.249 2.639 -4.513  -0.0173
50 C -3.069 3.769 -4.398  0.0190
51 C -3.902 3.903 -3.279  -0.0171
52 C -3.870 2.962 -2.258  -0.0566
53 S -2.795 0.848 -0.949  0.7018
54 H 0.015 0.055 -2.243  -0.0855
55 H -1.627 0.775 -3.615  0.0561
56 H -1.608 2.517 -5.388  0.1298
57 H -3.082 4.527 -5.180  0.1266
58 H -4.585 4.752 -3.233  0.0892
59 H -4.516 3.052 -1.384  0.1215
60 C 4.584 -2.581 4.671  -0.0370
61 C 3.301 -2.983 4.275  -0.0482
62 C 2.503 -2.115 3.516  -0.1758
63 C 2.999 -0.862 3.132  -0.3941
64 C 4.279 -0.464 3.515  -0.1131
65 C 5.069 -1.322 4.295  -0.0364
66 Sb 1.717 0.571 2.048  1.6451
67 C 1.263 1.524 3.996  -0.3391
68 C 1.092 2.909 4.049  -0.1094
69 C 0.969 3.544 5.295  -0.0366
70 C 1.030 2.799 6.482  -0.0155
71 C 1.148 1.403 6.418  -0.0285
72 C 1.229 0.767 5.170  -0.1082
73 C 3.085 1.735 0.763  -0.3596
74 C 2.583 2.930 0.235  -0.1413
75 C 3.399 3.741 -0.569  -0.0468
76 C 4.710 3.343 -0.869  -0.0284
77 C 5.185 2.113 -0.395  -0.0377
78 C 4.374 1.309 0.426  -0.1262
79 H 5.204 -3.249 5.273  0.1253
80 H 2.914 -3.966 4.555  0.1212
81 H 1.497 -2.436 3.237  0.0690
82 H 4.671 0.512 3.225  0.1054
83 H 6.066 -0.998 4.602  0.1255
84 H 1.076 3.498 3.130  0.0986
85 H 0.831 4.626 5.333  0.1255
86 H 0.980 3.302 7.449  0.1303
87 H 1.184 0.810 7.334  0.1270
88 H 1.309 -0.322 5.146  0.0980
89 H 1.562 3.252 0.453  0.0941
90 H 3.010 4.686 -0.957  0.1228
91 H 5.353 3.988 -1.470  0.1274
92 H 6.192 1.782 -0.658  0.1255
93 H 4.781 0.369 0.806  0.0960

Computed properties:
molar mass: 764.5 g mol⁻¹
charge: +3
energy relative to the best compared isomer or geometry (same formula, charge and spin): 12.3 kJ/mol
LUMO level (alpha / beta): -0.386 / -0.418 Ha


Record 2
Molecular formula: C35H52P4RhSe
Method: DFT, wB97M-V/def2-TZVPD

Last column: Löwdin charge in e.
Positions of all 93 atoms, in Å:
1 Rh -0.324 0.004 0.432  0.3005
2 P -1.789 -0.336 2.129  0.6775
3 P 0.540 -2.313 0.967  0.8004
4 P -1.998 1.526 -0.541  0.7786
5 H 0.968 -2.499 -6.254  0.0585
6 C 1.233 -1.441 -6.242  -0.0699
7 C 1.396 -0.713 -5.123  -0.0726
8 H 1.459 -1.143 -4.137  0.0276
9 C -3.246 -1.404 1.847  -0.2292
10 C -1.044 -1.086 3.616  -0.2355
11 C -2.485 1.267 2.677  -0.2447
12 C 1.083 -3.010 -0.636  -0.2607
13 C 2.082 -2.490 1.975  -0.2163
14 C -0.542 -3.664 1.649  -0.2406
15 C -1.619 1.512 -2.331  -0.2559
16 C -2.078 3.347 -0.141  -0.2032
17 C -3.770 0.998 -0.486  -0.2526
18 H 1.427 -1.008 -7.228  0.0745
19 H 1.544 0.359 -5.219  0.0561
20 H -3.825 -1.499 2.778  0.0807
21 H -2.934 -2.401 1.520  0.0145
22 H -3.901 -0.989 1.077  0.0068
23 H -1.771 -1.124 4.437  0.0826
24 H -0.174 -0.522 3.941  0.0117
25 H -0.661 -2.091 3.450  0.0022
26 H -2.778 1.215 3.735  0.0759
27 H -3.371 1.527 2.087  0.0270
28 H -1.748 2.070 2.549  0.0143
29 H 1.124 -4.108 -0.619  0.0679
30 H 2.073 -2.620 -0.886  0.0398
31 H 0.380 -2.697 -1.414  0.0064
32 H 2.456 -3.528 2.032  0.0821
33 H 1.895 -2.149 3.002  0.0384
34 H 2.884 -1.867 1.555  0.0415
35 H 0.036 -4.592 1.789  0.0770
36 H -1.380 -3.838 0.964  0.0253
37 H -0.975 -3.423 2.626  0.0257
38 H -2.386 2.023 -2.930  0.0686
39 H -1.545 0.458 -2.631  0.0205
40 H -0.648 2.003 -2.467  0.0460
41 H -2.887 3.879 -0.681  0.0808
42 H -1.114 3.813 -0.401  0.0341
43 H -2.241 3.487 0.941  0.0402
44 H -4.389 1.572 -1.192  0.0740
45 H -4.202 1.134 0.513  0.0313
46 H -3.832 -0.065 -0.758  -0.0060
47 C -3.300 -2.955 -3.530  -0.5166
48 C -2.047 -2.488 -3.974  -0.0753
49 C -1.855 -2.260 -5.339  -0.0093
50 C -2.862 -2.582 -6.252  0.0440
51 C -4.044 -3.193 -5.816  0.0100
52 C -4.250 -3.416 -4.453  -0.0588
53 Se -3.735 -2.999 -1.653  1.0981
54 H -2.362 -3.474 -1.448  -0.1036
55 H -1.242 -2.331 -3.252  0.0930
56 H -0.903 -1.849 -5.649  0.0614
57 H -2.697 -2.376 -7.307  0.1439
58 H -4.793 -3.502 -6.537  0.1378
59 H -5.139 -3.942 -4.095  0.1285
60 C 2.130 0.224 5.774  -0.0402
61 C 1.050 1.030 5.442  -0.0623
62 C 0.843 1.417 4.118  -0.1392
63 C 1.708 0.990 3.086  -0.3147
64 C 2.807 0.195 3.462  -0.1183
65 C 3.023 -0.182 4.789  -0.0398
66 P 1.233 1.189 1.301  0.9066
67 C 1.195 2.994 1.004  -0.3502
68 C 1.602 3.495 -0.241  -0.1042
69 C 1.670 4.868 -0.479  -0.0440
70 C 1.195 5.751 0.496  -0.0380
71 C 0.645 5.267 1.686  -0.0401
72 C 0.707 3.893 1.966  -0.0827
73 C 2.842 0.869 0.441  -0.3894
74 C 4.020 1.405 0.968  -0.0877
75 C 5.251 1.038 0.422  -0.0267
76 C 5.278 0.244 -0.726  -0.0411
77 C 4.099 -0.174 -1.335  -0.0641
78 C 2.864 0.159 -0.768  -0.1409
79 H 2.278 -0.082 6.803  0.1241
80 H 0.316 1.332 6.196  0.1293
81 H -0.075 1.956 3.864  0.0782
82 H 3.503 -0.170 2.712  0.0864
83 H 3.888 -0.804 5.027  0.1277
84 H 1.912 2.807 -1.028  0.1060
85 H 2.098 5.245 -1.412  0.1253
86 H 1.241 6.826 0.323  0.1247
87 H 0.189 5.939 2.414  0.1243
88 H 0.374 3.549 2.931  0.0784
89 H 3.966 2.074 1.829  0.1291
90 H 6.154 1.373 0.917  0.1242
91 H 6.241 -0.029 -1.141  0.1213
92 H 4.139 -0.773 -2.246  0.1142
93 H 1.922 -0.120 -1.260  0.0687

Computed properties:
molar mass: 778.6 g mol⁻¹
charge: +3
2S+1: 5
LUMO level (alpha / beta): -0.287 / -0.439 Ha